# 1
Entry from OMol25: a molecular structure, C8H17Br3FNO5PSi at a distorted geometry (the ωB97M-V functional and the def2-TZVPD basis).

Computed properties:
Maximum force (eV/Å): 7.813
HOMO-LUMO gap (eV): 7.03
DFT total energy (Eh): -9198.72995
HOMO level (Ha): -0.1775

Geometry as ORCA input:
```
! wB97M-V def2-TZVPD RIJCOSX def2/J DEFGRID3
* xyz -1 1
H 3.9424 -0.9396 0.3451
H -3.3460 2.9261 -3.6222
C 0.4229 -0.8510 -0.2463
H 0.6870 0.3626 2.9586
H -3.5084 -0.9821 1.2671
H 2.4040 -0.4131 2.8795
C -3.1664 0.1172 0.9786
C 3.5281 0.0917 -0.0671
O -0.3144 -3.6803 -0.5692
O 2.0679 -1.9411 -2.2067
H 0.3526 -4.2923 -1.0077
H -1.1279 -0.2601 1.9252
Br -4.4974 3.4728 -1.4769
C -1.5008 0.2637 0.9469
C 1.7255 0.4591 2.4283
H -1.2972 1.4200 1.0510
C -3.3054 2.4592 -2.6325
Br -1.4575 2.5593 -2.0328
O 0.1646 -0.5346 -2.8032
P 0.5263 -2.6140 0.5763
H 1.8410 2.2531 -1.2545
Si 1.6774 0.4072 0.5023
F -3.7008 1.1159 1.9753
O -0.1314 -2.6699 2.0124
H 2.2321 -3.8978 1.4410
O 2.1929 -3.1678 0.7276
H 2.2148 1.4621 2.8521
H 3.4995 0.0751 -1.2367
C 1.2239 2.1699 -0.2361
H -3.6471 0.4248 -0.0664
H -1.5642 -1.2149 -0.6107
H 4.2095 1.0058 0.2531
Br -3.8978 0.6189 -2.8480
C 0.9166 -1.1066 -1.8241
H 0.0766 2.2221 -0.5259
N -1.0031 -0.3518 -0.3421
H 1.5603 3.0304 0.4888
*
```

# 2
Entry from OMol25: a molecular structure, C10H13Cl2N3O2SY at a distorted geometry (the ωB97M-V functional and the def2-TZVPD basis).

Computed properties:
Maximum force (eV/Å): 1.842
HOMO-LUMO gap (eV): 7.00
Energy above the lowest of the compared OMol25 structures with the same formula, charge and spin (kJ/mol): 204.0
DFT total energy (Eh): -2060.24282
HOMO level (Ha): -0.4137

Geometry as ORCA input:
```
! wB97M-V def2-TZVPD RIJCOSX def2/J DEFGRID3
* xyz 1 1
O -2.8586 0.8999 -0.0001
C 0.0282 4.7496 -0.0003
N 0.9895 -2.2488 0.0003
S 2.6748 -0.2371 0.0003
H 2.1645 3.6101 -0.0001
C 2.3076 -1.9364 0.0004
H 1.0836 5.0072 -0.0003
C -1.5984 2.7707 -0.0002
H -3.4386 3.3713 0.8704
N 0.6854 2.3630 -0.0001
H -0.4262 5.2017 0.8813
N -1.7092 1.4692 -0.0001
C -2.8267 3.6162 -0.0003
H -0.4191 -3.7671 0.0004
H -3.4386 3.3712 -0.8710
Cl -2.1351 -1.9179 -0.0004
H -4.2584 -2.3921 -0.8991
C -0.2272 3.2776 -0.0002
H 3.6624 -5.0280 0.0005
H 4.3332 -2.6296 0.0004
C 0.6382 -3.5500 0.0004
C 3.2933 -2.9224 0.0004
O 2.0243 2.6551 0.0000
C -3.7453 -2.7082 -0.0001
H 1.2228 -5.5972 0.0005
Y -0.0233 0.0054 0.0002
H -2.5958 4.6774 -0.0004
H -0.4262 5.2015 -0.8820
C 1.5582 -4.5704 0.0005
C 2.9131 -4.2471 0.0005
Cl -3.5737 -4.4566 0.0019
H -4.2592 -2.3900 0.8977
*
```

Q: Which formula does entry 1 have?
A: C8H17Br3FNO5PSi

Q: Which formula does entry 1 have?
A: C8H17Br3FNO5PSi